Formula: C5H14S
Source: the Open Molecules 2025 dataset
Level of theory: the ωB97M-V functional and the def2-TZVPD basis

```
20
Properties=species:S:1:pos:R:3:lowdin_charge:R:1
C -0.39591 2.20268 -1.92057 -0.185
C 0.01354 1.38322 -3.13764 -0.202
H 0.26410 1.86986 -1.06044 0.058
H -0.46726 3.16237 -2.07514 -0.003
H -1.43267 1.75558 -1.80908 0.086
H -0.41416 1.87513 -4.17226 0.130
H 1.14325 1.56219 -3.28816 0.073
H -0.13717 0.31767 -2.84369 0.056
C 0.87823 -1.60753 1.10953 -0.459
C -0.58326 -2.00053 0.70106 -0.102
C 0.22495 0.05998 3.03784 -0.292
S 1.13506 0.09003 1.54709 1.207
H 1.31157 -2.46029 1.77782 0.161
H 1.44046 -1.72355 0.22813 0.052
H -0.78390 -2.14594 -0.31622 0.058
H -1.30987 -1.29453 1.10015 0.063
H 0.09987 0.94729 3.50519 0.029
H -0.75728 -0.37935 2.97150 0.077
H 0.79926 -0.63709 3.63009 0.084
H -1.02879 -2.97718 1.01481 0.110
```

Computed properties:
* LUMO energy (alpha / beta): -3.532 / -8.555 eV
* HOMO (alpha / beta): -13.824 / -13.822 eV
* energy above the lowest of the compared OMol25 structures with the same formula, charge and spin: 43.3 kcal/mol
* 2S+1: 2
* total charge: +1
* expectation value of S²: 0.75
* frontier orbital gap (alpha / beta): 10.29 / 5.27 eV

Formula: C72H164N6O21
Source: the Open Molecules 2025 dataset
Level of theory: the ωB97M-V functional and the def2-TZVPD basis

```
263
Properties=species:S:1:pos:R:3:lowdin_charge:R:1
C 21.41479 26.62272 16.03849 -0.112
O 21.36858 28.00929 16.12374 -0.166
C 21.57626 28.54368 17.42369 -0.182
C 21.46860 30.07073 17.52960 -0.174
O 22.53225 30.68899 16.82710 -0.126
C 22.54297 32.07446 16.98866 -0.200
C 23.81303 32.67646 16.31566 -0.178
O 23.93774 32.52111 14.92362 -0.183
C 22.97750 33.12419 14.10260 -0.121
H 21.06351 26.30054 15.05822 0.070
H 20.72722 26.17228 16.75434 0.065
H 22.42263 26.21868 16.13386 0.098
H 22.54765 28.16678 17.74376 0.124
H 20.85787 28.06508 18.08923 0.092
H 21.40838 30.29121 18.59538 0.126
H 20.56527 30.43801 17.04258 0.125
H 22.50893 32.31785 18.05060 0.124
H 21.67007 32.48942 16.48471 0.114
H 24.69683 32.13722 16.65656 0.128
H 23.91111 33.74483 16.50814 0.119
H 23.04295 34.17987 14.36592 0.077
H 21.91306 32.96701 14.27680 0.081
H 23.22621 33.13715 13.04142 0.091
C 17.42232 24.81889 23.16750 -0.106
O 17.93455 23.66458 22.48324 -0.200
C 18.98363 22.96331 23.13542 -0.198
C 20.27541 23.72377 23.07404 -0.186
O 21.44395 22.93902 22.94586 -0.139
C 22.69926 23.55673 22.71464 -0.174
C 23.14820 23.69784 21.25728 -0.201
O 22.33089 24.68048 20.64036 -0.195
C 22.73253 24.81894 19.25542 -0.063
H 16.39789 25.07345 22.89576 0.079
H 17.94782 25.76809 23.06276 0.080
H 17.44452 24.73692 24.25418 0.088
H 19.12057 22.02238 22.60250 0.109
H 18.62391 22.49444 24.05132 0.126
H 20.30907 24.26096 24.02188 0.127
H 20.24029 24.45256 22.26426 0.128
H 23.34570 22.85079 23.23604 0.124
H 22.75314 24.51162 23.23748 0.128
H 23.04856 22.71684 20.79272 0.107
H 24.19091 24.01343 21.22184 0.128
H 21.88542 25.39185 18.87821 0.070
H 22.66633 23.83056 18.80064 0.070
H 23.63613 25.41399 19.12308 0.096
C 18.97259 17.35589 19.33846 -0.102
O 19.32011 18.70440 19.08857 -0.184
C 18.57146 19.61630 19.82446 -0.200
C 19.08670 21.06499 19.65706 -0.160
O 19.27747 21.54270 18.35781 -0.132
C 19.19217 22.90059 18.12072 -0.176
C 19.86151 23.31733 16.80164 -0.222
O 21.23995 23.26830 16.76488 -0.174
C 21.77868 21.97219 16.99801 -0.080
H 18.03989 17.04129 18.87028 0.094
H 19.01149 17.07765 20.39164 0.076
H 19.73984 16.67256 18.97446 0.068
H 18.44345 19.34487 20.87232 0.107
H 17.55545 19.54224 19.43670 0.107
H 20.05152 21.15210 20.15670 0.124
H 18.31867 21.56775 20.24482 0.107
H 19.73729 23.31302 18.96976 0.130
H 18.16943 23.27274 18.18082 0.118
H 19.47844 24.29267 16.50148 0.093
H 19.50803 22.69697 15.97804 0.103
H 21.90884 21.69437 18.04396 0.065
H 22.78142 21.94054 16.57186 0.085
H 21.20117 21.18962 16.50592 0.088
C 19.44351 16.57456 24.86842 -0.057
O 18.67835 17.83673 24.68608 -0.209
C 17.79809 17.97461 23.55186 -0.190
C 16.91054 19.24744 23.66812 -0.153
O 16.17315 19.51145 22.47330 -0.156
C 15.20682 18.52313 22.11398 -0.183
C 14.26638 19.05111 21.04354 -0.174
O 13.39232 18.00426 20.53362 -0.172
C 12.49143 18.40257 19.50504 -0.088
H 18.79362 15.70212 24.93612 0.078
H 19.95405 16.66026 25.82764 0.086
H 20.18517 16.30746 24.11562 0.063
H 17.18197 17.08281 23.43698 0.114
H 18.45379 17.93793 22.68190 0.096
H 17.58947 20.08713 23.81672 0.111
H 16.35862 19.19171 24.60642 0.128
H 14.61923 18.27681 22.99838 0.133
H 15.67628 17.61795 21.72882 0.124
H 14.93775 19.48175 20.30062 0.108
H 13.74579 19.91169 21.46364 0.117
H 11.80122 17.60344 19.23468 0.097
H 13.08200 18.82688 18.69308 0.070
H 11.86129 19.20105 19.89678 0.082
C 15.40561 22.42152 20.82358 -0.090
O 14.15693 22.57614 20.19004 -0.199
C 13.17667 23.04924 21.09716 -0.210
C 12.00140 23.51558 20.26976 -0.159
O 11.18045 22.35953 19.96420 -0.139
C 10.29250 22.60091 18.85344 -0.177
C 9.30170 21.40442 18.84700 -0.161
O 9.89793 20.10161 18.69286 -0.179
C 10.50530 19.95037 17.45810 -0.139
H 15.72857 23.41699 21.12826 0.069
H 16.15498 22.07916 20.10990 0.077
H 15.34200 21.65766 21.59854 0.079
H 13.44740 23.81723 21.82174 0.120
H 12.95109 22.26834 21.82338 0.123
H 12.40977 23.93157 19.34874 0.127
H 11.41560 24.24201 20.83300 0.126
H 10.89425 22.59919 17.94460 0.105
H 9.82048 23.58151 18.79246 0.125
H 8.43155 21.47270 18.19410 0.121
H 8.87264 21.52039 19.84226 0.119
H 9.92804 20.27519 16.59246 0.099
H 10.79661 18.91262 17.29592 0.088
H 11.45848 20.47857 17.43448 0.059
C 13.65444 30.39948 14.60550 -0.091
O 12.86958 29.61424 15.56214 -0.166
C 13.70223 29.04534 16.59278 -0.178
C 15.07088 28.48756 16.15089 -0.227
O 14.90463 27.37583 15.29368 -0.134
C 15.99339 27.10306 14.36110 -0.149
C 17.35097 26.81763 15.00986 -0.191
O 17.41120 25.63454 15.79430 -0.213
C 16.86441 24.39319 15.30170 -0.072
H 12.97428 31.02504 14.02744 0.083
H 14.20549 29.73339 13.94160 0.076
H 14.37897 31.12942 14.96650 0.084
H 13.14979 28.27119 17.12532 0.120
H 13.89466 29.77100 17.38304 0.117
H 15.71099 28.21801 16.99096 0.075
H 15.63199 29.26582 15.63362 0.108
H 16.11197 27.91218 13.64044 0.122
H 15.66014 26.21480 13.82440 0.113
H 17.67770 27.69656 15.56556 0.097
H 18.17910 26.74616 14.30474 0.097
H 17.18362 23.64304 16.02522 0.068
H 17.24636 24.13119 14.31500 0.084
H 15.77730 24.38529 15.22278 0.070
C 16.84030 20.14469 13.04160 -0.083
O 17.96577 19.57186 13.74026 -0.180
C 18.13861 19.95221 15.08928 -0.185
C 16.99448 19.62945 16.09324 -0.102
O 15.90905 20.63787 15.93200 -0.162
C 14.97385 20.60126 17.01184 -0.192
C 13.99292 21.77135 17.03930 -0.161
O 12.99450 21.70486 15.98426 -0.201
C 13.47224 22.04935 14.65674 -0.071
H 16.81284 21.23428 13.05392 0.076
H 15.89133 19.80865 13.45950 0.073
H 16.85160 19.93158 11.97270 0.088
H 18.35044 21.01770 15.17852 0.098
H 19.10773 19.51796 15.33492 0.106
H 17.30718 19.63836 17.13738 0.096
H 16.52459 18.65188 15.98532 0.125
H 15.44936 20.67074 17.99020 0.101
H 14.45933 19.64228 17.07296 0.119
H 14.40999 22.77742 17.08366 0.123
H 13.44784 21.59086 17.96580 0.098
H 12.57574 22.29410 14.08708 0.086
H 14.02853 21.23032 14.20086 0.069
H 14.08003 22.94905 14.56062 0.070
C 22.12920 18.23692 15.28882 -0.104
C 21.29397 17.61497 16.41583 -0.243
C 20.18159 16.68497 15.94822 -0.167
C 20.64956 15.53752 15.13548 -0.210
N 21.01343 14.63517 14.52514 0.156
H 21.51754 18.54921 14.44238 0.076
H 22.85290 17.55366 14.84438 0.063
H 22.67850 19.12257 15.60816 0.059
H 20.94620 18.43813 17.03996 0.090
H 21.97637 17.13897 17.12000 0.099
H 19.43180 17.21969 15.36512 0.110
H 19.63846 16.34192 16.82880 0.078
C 15.94629 25.75806 18.90190 -0.071
C 17.21101 25.85778 19.76310 -0.215
C 18.44263 26.45366 18.98528 -0.151
C 18.17098 27.76273 18.37258 -0.218
N 17.98326 28.79701 17.90632 0.184
H 15.08059 25.37384 19.44136 0.063
H 16.07144 25.07198 18.06420 0.066
H 15.61755 26.74961 18.59070 0.064
H 17.50933 24.88398 20.15142 0.079
H 17.00731 26.47546 20.63778 0.102
H 18.79002 25.76788 18.21254 0.083
H 19.29888 26.56140 19.65112 0.113
C 20.05960 22.65231 12.58680 -0.086
C 20.80848 23.85179 13.20688 -0.224
C 20.66849 25.13673 12.35768 -0.178
C 19.29433 25.51726 12.03652 -0.215
N 18.21215 25.82628 11.72392 0.160
H 20.17639 21.77954 13.22924 0.054
H 20.49364 22.33902 11.63730 0.074
H 18.97563 22.73379 12.50638 0.063
H 21.87246 23.62517 13.27536 0.098
H 20.43924 23.97592 14.22490 0.080
H 21.16227 24.99975 11.39566 0.121
H 21.24693 25.89560 12.88458 0.104
C 21.81467 18.98890 23.16746 -0.074
C 21.84307 17.96595 22.04286 -0.209
N 23.20071 17.87269 21.39324 -0.149
C 23.30687 16.88646 20.36228 -0.312
C 24.73380 16.62299 19.90970 -0.085
C 23.83059 19.18188 21.01838 -0.203
C 23.29548 19.79916 19.68528 -0.082
H 22.47810 18.80905 24.01340 0.084
H 20.82036 19.02313 23.61274 0.055
H 21.90051 20.03838 22.88582 0.055
H 21.57731 16.93994 22.29738 0.097
H 21.05931 18.17179 21.31384 0.089
H 22.96109 15.90572 20.68892 0.100
H 22.77637 17.05893 19.42584 0.090
H 25.29465 16.36705 20.80860 0.082
H 24.72485 15.83752 19.15402 0.079
H 25.13960 17.56111 19.53108 0.056
H 24.90930 19.08334 20.89685 0.096
H 23.83144 19.96357 21.77802 0.094
H 22.20962 19.89348 19.67412 0.054
H 23.44752 19.22116 18.77373 0.059
H 23.70191 20.77743 19.42857 0.057
C 22.93547 20.79038 9.18692 -0.090
C 23.60649 20.85187 10.57368 -0.252
N 23.29990 19.71511 11.51234 -0.150
C 23.63003 18.39905 10.94134 -0.260
C 22.91966 17.26268 11.66802 -0.096
C 24.05464 19.87733 12.81280 -0.227
C 23.51961 21.11040 13.58438 -0.095
H 22.90654 21.76950 8.70882 0.072
H 21.94346 20.34427 9.25774 0.076
H 23.50802 20.06474 8.60922 0.059
H 24.65579 21.14698 10.57266 0.109
H 23.22040 21.77997 10.99520 0.079
H 23.15852 18.39891 9.95860 0.091
H 24.66936 18.20269 10.67804 0.118
H 21.90320 17.45648 12.01058 0.071
H 22.75323 16.38585 11.04228 0.072
H 23.34590 16.90784 12.60638 0.051
H 25.13530 19.97098 12.70558 0.111
H 23.87291 18.96718 13.38438 0.074
H 23.82385 22.03462 13.09312 0.060
H 24.04834 21.16401 14.53604 0.062
H 22.45073 20.95690 13.73286 0.061
C 20.82744 13.54768 20.26559 -0.075
C 20.25699 12.89574 18.97122 -0.242
N 19.07502 13.61185 18.39348 -0.165
C 18.82804 13.04970 17.06310 -0.298
C 17.77525 13.80728 16.33528 -0.093
C 17.86996 13.52809 19.30273 -0.224
C 17.24146 12.11723 19.57156 -0.067
H 20.06919 13.75481 21.02074 0.052
H 21.24174 14.50483 19.94887 0.049
H 21.51873 12.82768 20.70354 0.075
H 21.08576 12.82020 18.26726 0.113
H 20.00292 11.86405 19.21446 0.091
H 19.73184 13.28829 16.50245 0.086
H 18.66561 11.97277 17.10715 0.120
H 17.81084 13.43488 15.31148 0.085
H 16.81753 13.55721 16.79170 0.065
H 17.92996 14.88485 16.39018 0.064
H 17.17144 14.28923 18.95512 0.099
H 18.23793 13.86445 20.27204 0.078
H 16.61176 12.11113 20.46126 0.068
H 18.03513 11.39329 19.75626 0.061
H 16.61003 11.89766 18.71064 0.063
```

Computed properties:
* LUMO energy: 0.420 eV
* HOMO: -8.428 eV
* energy above the lowest of the compared OMol25 structures with the same formula, charge and spin: 0.0 kcal/mol
* total charge: 0
* frontier orbital gap: 8.85 eV

Formula: C4H5N5O3
Source: the Open Molecules 2025 dataset
Level of theory: the ωB97M-V functional and the def2-TZVPD basis

```
17
Properties=species:S:1:pos:R:3:lowdin_charge:R:1
C -1.36966 -1.33238 1.75700 0.023
C -0.97520 -0.65291 0.61348 -0.103
C -1.58189 -0.44544 -0.71560 -0.246
C 0.60628 0.49749 -0.75854 -0.157
N -2.56780 -2.03381 1.68307 -0.271
N -2.62867 -0.67006 -1.39830 0.049
N -3.45306 -1.38324 0.96806 -0.044
N 0.29191 -0.03080 0.59443 0.070
N -0.60753 0.18543 -1.46371 0.028
O -2.81184 -2.95798 2.46612 0.032
O -3.74045 -1.16795 -1.40227 0.012
O -4.36044 -1.79980 0.20143 0.021
H -0.67677 -1.35050 2.52320 0.105
H 0.73328 1.56393 -0.84364 0.114
H 1.46953 -0.03208 -1.02207 0.103
H 0.86608 -0.46021 1.26314 0.113
H -0.41563 0.12212 -2.46066 0.150
```

Computed properties:
* LUMO energy (alpha / beta): -1.291 / -1.291 eV
* HOMO (alpha / beta): -8.261 / -8.262 eV
* energy above the lowest of the compared OMol25 structures with the same formula, charge and spin: 174.2 kcal/mol
* total charge: 0
* frontier orbital gap (alpha / beta): 6.97 / 6.97 eV

Formula: C12H13N4O6PtS
Source: the Open Molecules 2025 dataset
Level of theory: the ωB97M-V functional and the def2-TZVPD basis

```
37
Properties=species:S:1:pos:R:3:lowdin_charge:R:1
Pt 0.26572 -0.23576 0.26331 1.223
O 0.59010 0.93875 6.36731 0.035
C 0.61777 0.52530 5.06717 -0.266
C 1.53694 1.09182 4.17692 0.056
C 1.59608 0.70671 2.82823 -0.139
N 0.68965 -0.18368 2.40634 0.017
C -0.23888 -0.69742 3.21794 -0.171
C -0.33575 -0.40240 4.56286 0.081
C -1.30106 -1.56766 2.54766 -0.556
O -2.14497 -2.15806 3.18525 0.054
O -1.20716 -1.54201 1.23446 -0.229
C 2.50886 1.40867 1.78961 -0.665
O 3.30731 2.24619 2.27866 -0.040
O 2.30098 1.09968 0.61972 -0.087
H 1.10091 1.76046 6.55232 0.125
H 2.28929 1.83997 4.44585 0.121
H -1.10675 -0.79374 5.14946 0.105
C 1.89887 -0.21167 -5.16775 -0.112
C 0.37463 -0.42131 -5.23811 -0.234
C -0.13295 -0.82238 -3.87245 -0.677
N 0.41531 -0.45520 -2.83277 0.028
N -0.27250 -0.68609 -1.71592 -0.177
C -1.42590 -1.28531 -1.99350 -0.667
N -2.32846 -1.77550 -1.18356 0.099
S -1.68092 -1.55177 -3.73539 1.080
H 2.20816 -0.02920 -6.19727 0.064
H 2.53755 -1.00544 -4.84287 0.065
H 2.15205 0.66804 -4.62046 0.064
H 0.10785 -1.11608 -6.05968 0.105
H -0.01353 0.50254 -5.60874 0.096
H -2.05007 -1.74015 -0.14811 0.077
H -3.20458 -2.15302 -1.50598 0.104
C -1.83789 1.61420 -0.39119 -0.335
O -0.82497 1.58284 0.57251 -0.418
H -1.40489 1.65618 -1.45964 0.064
H -2.54231 2.50677 -0.38321 0.069
H -2.44448 0.68574 -0.30897 0.040
```

Computed properties:
* LUMO energy (alpha / beta): 2.147 / 2.143 eV
* HOMO (alpha / beta): -4.031 / -4.685 eV
* energy above the lowest of the compared OMol25 structures with the same formula, charge and spin: 16.9 kcal/mol
* 2S+1: 3
* total charge: -1
* expectation value of S²: 2.01
* frontier orbital gap (alpha / beta): 6.18 / 6.83 eV

Q: Which formula does entry 3 have?
A: C4H5N5O3